ORCA calculation (ωB97M-V/def2-TZVPD) on a structure of composition C8H12Cl2MnO at a distorted geometry.

Kohn-Sham gap (spin up / spin down), eV: 7.42 / 7.58
Relative energy (zero: lowest compared OMol25 entry of this formula, charge and spin), kcal per mole: 10.18
E_LUMO (spin up / spin down), eV: -0.69 / -1.16
DFT total energy, eV: -66898.96813
Largest force on an atom, Eh/bohr: 0.123

ORCA input file:
```
! wB97M-V def2-TZVPD RIJCOSX def2/J DEFGRID3
* xyz 0 4
Mn -0.848 -0.601 1.632
Cl -1.988 1.340 1.624
Cl 0.376 -2.331 2.443
C -1.764 -1.573 0.468
H -1.638 -2.654 0.407
H -2.656 -1.151 -0.009
C 0.714 -0.063 0.629
C -0.256 -0.764 -0.181
H 1.000 -0.070 1.720
C -0.802 0.014 -1.422
H 0.401 -1.603 -0.501
C 0.306 0.764 -2.182
H -1.316 -0.712 -2.037
H -1.529 0.740 -1.057
C 1.172 1.549 -1.198
H 0.937 0.059 -2.726
H -0.141 1.424 -2.941
C 1.799 0.541 -0.203
H 1.957 2.125 -1.706
H 0.546 2.258 -0.641
H 2.335 -0.224 -0.810
H 2.515 1.042 0.450
O -0.316 0.094 4.628
C -0.804 -0.207 3.616
*
```